{"formula": "C6H10O8", "method": "ωB97M-V/def2-TZVPD", "fmax_ha_per_bohr": 0.0146, "homo_ev": -10.62, "total_charge": 0, "homo_lumo_gap_ev": 10.9, "de_lowest_kcal_mol": 0.1, "lumo_energy_ev": 0.29, "symbols": ["O", "C", "O", "H", "C", "O", "H", "H", "C", "O", "H", "H", "C", "O", "H", "H", "C", "C", "O", "O", "H", "O", "H", "H"], "xyz": [[-3.09717, 0.09668, -2.47860], [-2.90584, -0.12702, -1.31190], [-3.83487, -0.02272, -0.38561], [-3.45135, -0.10128, 0.51271], [-1.50585, -0.59000, -0.86192], [-0.64373, -0.50328, -1.95732], [-1.20294, -0.25842, -2.72201], [-1.59564, -1.64120, -0.53613], [-0.99826, 0.23448, 0.33752], [-1.91229, 0.08063, 1.40286], [-1.38069, 0.09345, 2.21913], [-0.92793, 1.29640, 0.05381], [0.39287, -0.23993, 0.82350], [0.57640, 0.20201, 2.14464], [0.89023, 1.11871, 2.08484], [0.42442, -1.33367, 0.84165], [1.52176, 0.29257, -0.07457], [2.78414, -0.52942, 0.13455], [2.81632, -1.72401, 0.21150], [3.88205, 0.23858, 0.18493], [4.67216, -0.31193, 0.30161], [1.69048, 1.65903, 0.22622], [2.58381, 1.92005, -0.02640], [1.22193, 0.15028, -1.12500]], "forces_ev_per_angstrom": [[-0.3, 0.1, 0.0], [0.7, -0.2, 0.0], [-0.5, 0.1, 0.1], [0.1, 0.0, -0.2], [-0.3, 0.0, 0.3], [0.0, 0.1, -0.2], [0.0, -0.1, 0.2], [0.0, 0.2, 0.0], [0.6, 0.0, -0.4], [0.0, -0.2, 0.3], [-0.2, 0.1, -0.1], [0.0, -0.1, 0.0], [-0.2, 0.0, -0.7], [0.2, 0.2, 0.4], [0.0, -0.1, 0.0], [0.0, 0.1, -0.1], [-0.2, -0.4, -0.2], [-0.1, -0.3, 0.1], [-0.1, -0.1, 0.0], [0.3, 0.5, 0.0], [-0.2, -0.1, 0.0], [0.0, 0.2, 0.0], [-0.1, 0.0, 0.1], [0.1, 0.0, 0.3]]}